Version w
Below is the molecule CH2N2S2, with properties calculated with the ωB97M-V functional and the def2-TZVPD basis.

Results
frontier orbital gap: 9.055 eV
structure (SMILES): N#CN(S)S

Geometry (Å):
N -2.464 -0.239 -0.761
H 1.386 1.708 -0.034
S 0.720 -1.501 0.674
H 1.622 -1.463 -0.315
C -1.406 -0.100 -0.342
S 0.300 1.533 0.747
N -0.158 0.062 0.031


Version x
Below is CH2N2S2 as an isolated structure, with properties calculated with the ωB97M-V functional and the def2-TZVPD basis.

Results
frontier orbital gap: 8.353 eV

Geometry (Å):
C 1.493 0.453 0.178
H 0.004 -0.451 1.031
S 3.851 0.616 -0.039
N 2.396 1.319 0.091
N 0.225 0.116 0.125
H -0.247 -0.100 -0.644
S 2.852 -1.254 -0.015


Version y
Below is a 2-piece molecular cluster, CH2N2S2 overall, with properties calculated with the ωB97M-V functional and the def2-TZVPD basis.

Results
frontier orbital gap (alpha / beta): 7.357 / 7.346 eV
structure (SMILES): N=C=S.N=S

Geometry (Å):
N 0.676 1.801 0.724
C 0.934 0.864 1.402
S 1.050 -0.347 2.385
H 0.699 1.993 -0.170
H -1.538 -1.446 -2.366
S -0.291 -1.671 -0.561
N -1.529 -1.195 -1.413


Unit: hartree. Relative energies: version w 0.0000; version x 0.0068; version y 0.0177.


Version w
Below is the molecule C4H8Si, with properties calculated with the ωB97M-V functional and the def2-TZVPD basis.

Results
frontier orbital gap: 10.265 eV
structure (SMILES): C=C=C[SiH2]C

Geometry (Å):
H -1.281 -2.126 1.867
H -2.141 -1.976 0.453
C 1.334 2.514 -1.235
C 0.830 1.353 -0.887
H 1.864 2.656 -2.240
C 0.012 0.524 -0.278
Si 0.316 -1.227 0.328
H 0.371 -2.439 -0.536
C -1.440 -1.516 1.025
H -0.946 0.750 -0.561
H 1.432 -1.303 1.304
H -1.746 -0.522 1.241
H 1.396 3.311 -0.481


Version x
Below is the molecule C4H8Si, with properties calculated with the ωB97M-V functional and the def2-TZVPD basis.

Results
frontier orbital gap (alpha / beta): 8.633 / 7.198 eV

Geometry (Å):
C 0.304 0.736 0.331
H -0.137 -0.059 -1.551
C 1.473 -1.346 -0.363
H -1.006 1.315 -1.205
H 2.328 -1.920 -0.688
H -1.753 -1.730 1.003
Si -2.207 -0.524 0.073
H 2.395 0.212 0.618
H 0.018 1.060 1.398
C 1.434 -0.246 0.322
C -0.789 0.327 -0.728
H 0.874 1.671 0.035
H -2.936 0.502 0.754


Unit: hartree. Relative energies: version w 0.0000; version x 0.1092.


Version w
Below is a 2-piece molecular cluster, CH9N2O overall, with properties calculated with the ωB97M-V functional and the def2-TZVPD basis.

Results
net charge: +2
2S+1: 2
frontier orbital gap (alpha / beta): 12.507 / 4.008 eV
expectation value of S²: 0.755

Geometry (Å):
H -1.586 -0.040 0.245
H -0.891 -0.209 -1.269
N 0.521 -2.444 -0.012
N -0.726 -0.182 -0.299
H 1.065 0.764 -0.633
H 1.388 -1.907 -0.084
H 0.317 2.938 0.454
H 0.499 -3.083 -0.748
H -0.289 -1.103 0.072
O -0.300 2.213 0.179
C 0.327 0.939 0.106
H 0.696 0.615 1.175
H 0.677 -2.935 0.899


Version x
Below is a 2-piece molecular cluster, CH9N2O overall, with properties calculated with the ωB97M-V functional and the def2-TZVPD basis.

Results
net charge: +2
2S+1: 2
frontier orbital gap (alpha / beta): 11.635 / 4.773 eV
expectation value of S²: 0.754

Geometry (Å):
H 1.752 -1.019 0.212
H 0.450 -0.963 1.826
H 0.186 0.702 1.484
C 0.972 -0.320 -0.107
H -2.491 -0.898 -0.965
H 2.462 1.119 -0.550
N 1.440 0.996 -0.425
H 0.996 1.512 -1.206
H 0.489 -0.838 -0.952
H -0.938 -0.431 0.993
O -2.426 -0.068 -0.455
H -2.959 0.476 -1.036
N 0.066 -0.267 1.181


Unit: hartree. Relative energies: version w 0.0523; version x 0.0000.


Version w
Below is the molecule C2H2N4O2, with properties calculated with the ωB97M-V functional and the def2-TZVPD basis.

Results
frontier orbital gap: 8.625 eV
structure (SMILES): O=Cn1[nH]nnc1=O

Geometry (Å):
O 1.823 0.760 1.386
C 1.400 -0.079 0.720
H 1.842 -0.980 0.653
N -1.782 0.819 -0.686
H -0.358 2.046 0.378
N -1.785 -0.405 -1.113
N -0.012 -0.188 0.194
C -0.696 -1.038 -0.579
N -0.578 0.999 -0.088
O 0.147 -1.934 -0.864


Version x
Below is the molecule C2H2N4O2, with properties calculated with the ωB97M-V functional and the def2-TZVPD basis.

Results
frontier orbital gap: 9.430 eV
structure (SMILES): O=c1nc(O)nn[nH]1

Geometry (Å):
H -2.076 1.505 0.142
H 2.332 -1.595 0.133
N -0.070 1.632 -0.036
N 1.016 1.002 0.175
N -1.183 1.006 -0.202
C 0.984 -0.292 -0.146
N -0.026 -1.187 -0.211
C -1.146 -0.481 -0.058
O 2.325 -0.568 0.028
O -2.156 -1.022 0.176


Version y
Below is the molecule C2H2N4O2, with properties calculated with the ωB97M-V functional and the def2-TZVPD basis.

Results
frontier orbital gap: 10.709 eV
structure (SMILES): O=[N+]([O-])c1nc[nH]n1

Geometry (Å):
H -1.142 -1.269 1.826
N -0.649 -0.973 1.014
C 0.248 0.429 -0.166
O 1.308 1.739 -1.752
N 1.195 1.535 -0.541
N 0.101 0.137 1.095
O 1.904 1.958 0.365
C -0.951 -1.248 -0.272
N -0.465 -0.291 -0.978
H -1.548 -2.017 -0.591


Unit: hartree. Relative energies: version w 0.0746; version x 0.0000; version y 0.0433.